(1)
72
Properties=species:S:1:pos:R:3:forces:R:3 method="wB97M-V/def2-TZVPD" de_lowest_ev=0.462 gap_ev=8.49 charge=0 e_homo_ha=-0.3109 lumo_energy_ev=0.03 largest_force_ev_per_a=1.76
Hf -0.44112 -0.33701 1.41168 0.367 -0.636 -1.497
O -2.76197 -0.10406 7.10096 -0.103 -0.075 0.053
C -2.19933 -0.15961 5.88385 0.166 0.035 -0.301
C -1.08849 0.61955 5.53838 0.072 -0.023 0.106
C -0.57983 0.48938 4.26669 0.079 -0.002 -0.114
N -1.13861 -0.34842 3.40521 -0.794 0.233 1.252
C -2.21735 -1.06872 3.69094 0.048 -0.014 -0.069
C -2.78113 -1.01747 4.94253 -0.073 -0.078 0.121
C -2.71281 -1.85745 2.46711 -0.475 -0.106 0.682
O -3.56130 -2.70526 2.57974 0.078 0.099 -0.075
O -2.11235 -1.47693 1.37091 -0.711 -0.387 0.409
C 0.56792 1.29528 3.63872 0.049 0.100 0.590
O 1.10408 2.17630 4.27272 -0.038 -0.075 -0.048
O 0.82093 0.95514 2.40865 0.325 0.335 0.682
H -2.29249 0.52115 7.66272 0.045 0.042 0.024
H -0.62888 1.30789 6.23658 -0.003 0.024 -0.027
H -3.65059 -1.60835 5.19330 0.001 0.003 -0.036
N 2.59116 6.22431 -0.04858 -0.036 0.078 0.019
C 1.60859 5.26822 0.05601 -0.160 -0.104 0.037
C 0.87201 4.87773 -1.07182 0.064 0.031 0.036
C -0.11786 3.92565 -0.96753 -0.044 0.084 0.013
C -0.39391 3.35035 0.27011 -0.192 -0.156 -0.001
C 0.29396 3.75691 1.40480 -0.110 -0.087 0.080
C 1.28648 4.70865 1.29675 0.078 0.073 -0.007
S -1.56724 2.03647 0.31552 -0.249 0.657 -0.684
O -2.80901 2.42109 -0.26991 0.063 0.134 -0.023
O -1.64895 1.52462 1.69665 -0.003 0.431 0.054
N -0.86597 0.74145 -0.39474 -1.026 0.821 -0.705
C -1.26431 0.50109 -1.70518 -0.251 -0.092 -0.970
N -1.47396 -0.76338 -2.08812 0.147 0.126 0.461
C -1.94937 -0.96637 -3.31080 0.112 -0.031 0.041
C -2.22769 0.06400 -4.18687 -0.001 0.000 0.028
C -1.90730 1.33022 -3.73071 0.024 -0.023 -0.007
N -1.42877 1.55043 -2.51766 0.225 0.054 0.179
H 2.94271 6.43923 -0.96381 0.051 -0.009 -0.006
H 3.25429 6.30121 0.70152 0.030 0.000 -0.009
H 1.09103 5.33325 -2.03052 -0.022 -0.026 -0.014
H -0.68409 3.60639 -1.83014 0.070 0.018 -0.039
H 0.06136 3.33961 2.37294 0.043 0.048 -0.067
H 1.82463 5.01825 2.18434 -0.004 -0.013 0.003
H -2.09700 -2.00233 -3.59578 -0.020 -0.051 0.026
H -2.65025 -0.11308 -5.16408 0.045 0.011 -0.024
H -2.01718 2.20452 -4.36411 -0.059 -0.007 0.006
O 2.67536 -2.70449 2.62424 -0.114 0.122 -0.016
C 1.74523 -2.46854 1.89444 0.401 -0.456 0.010
O 0.70015 -1.74085 2.23086 1.029 -0.901 0.249
C 1.66818 -3.05619 0.48827 -0.427 0.103 0.214
P 0.37770 -2.16307 -0.51930 1.635 -0.450 -0.469
C 1.48632 -0.92646 -1.32122 -0.082 -0.123 -0.096
C 1.64679 -0.75873 -2.69241 -0.098 0.031 -0.002
C 2.37903 0.31014 -3.19009 -0.006 -0.006 0.001
C 2.95786 1.22417 -2.32272 0.029 0.008 -0.037
C 2.82114 1.05764 -0.95312 0.044 0.070 0.165
C 2.08410 -0.00540 -0.45777 0.094 -0.281 -0.178
C 0.08611 -3.47184 -1.75293 -0.436 0.211 0.000
C 1.12232 -3.97622 -2.53461 0.022 0.028 0.032
C 0.88145 -5.01204 -3.42338 0.028 -0.031 0.001
C -0.39048 -5.55924 -3.52784 0.006 0.008 0.001
C -1.42195 -5.07351 -2.73772 0.001 -0.058 -0.027
C -1.18505 -4.03137 -1.85244 -0.038 0.100 0.049
H 1.32951 -4.08865 0.61375 -0.003 0.000 -0.029
H 2.65970 -3.08545 0.04241 -0.014 0.025 -0.052
H 1.18043 -1.44892 -3.38289 -0.030 -0.025 0.002
H 2.49088 0.42628 -4.26094 -0.002 0.021 0.010
H 3.51911 2.06435 -2.71096 0.011 -0.016 0.000
H 3.29153 1.75335 -0.26966 -0.077 0.013 0.025
H 2.00210 -0.13794 0.62050 0.232 0.133 0.006
H 2.11750 -3.55817 -2.44581 0.014 -0.017 -0.027
H 1.69100 -5.40100 -4.02762 -0.004 0.013 -0.005
H -0.57360 -6.37063 -4.22041 -0.004 0.002 0.003
H -2.40877 -5.51230 -2.81091 -0.008 0.029 0.030
H -1.98367 -3.64481 -1.22870 -0.014 0.008 -0.040

(2)
18
Properties=species:S:1:pos:R:3:forces:R:3 method="wB97M-V/def2-TZVPD" de_lowest_ev=1.973 gap_ev=10.95 smiles="O=CNC(O)(CO)NC=O" charge=0 e_homo_ha=-0.3755 lumo_energy_ev=0.73 largest_force_ev_per_a=5.28
O -1.33412 1.33322 -1.89629 1.765 0.742 0.491
C -0.16356 1.69471 -1.62012 0.027 1.104 -1.497
N 0.50185 1.23104 -0.55543 -4.565 -2.646 0.133
C -0.40176 0.22782 0.50714 0.927 2.825 -3.518
O -1.41981 1.04726 0.95882 0.008 -0.739 -0.295
C 0.53451 -0.10290 1.56133 1.734 0.446 3.824
O 1.84672 -0.34328 1.10834 0.028 1.248 0.984
N -0.82316 -0.87568 -0.31396 0.084 -0.550 0.942
C -0.32840 -2.15759 -0.55539 2.019 2.439 1.632
O 0.71918 -2.64393 -0.16016 -0.856 0.604 0.020
H 0.41689 2.48554 -2.35589 -1.188 -1.851 1.850
H 1.28590 1.52533 -0.10456 2.815 1.404 0.648
H -1.79574 1.48623 0.17363 -0.125 -0.249 0.105
H 0.63545 0.74445 2.41541 -0.536 -1.802 -2.295
H 0.13258 -0.99496 2.05925 0.045 0.071 0.175
H 1.80398 -0.93486 0.37729 -0.007 -1.285 -0.885
H -1.57933 -0.55437 -0.87755 -0.561 -0.243 -0.704
H -0.96012 -2.62330 -1.22063 -1.615 -1.519 -1.610

(3)
52
Properties=species:S:1:pos:R:3:forces:R:3 method="wB97M-V/def2-TZVPD" gap_ev="4.49 / 5.02" charge=-1 e_homo_ha="-0.0703 / -0.1547" lumo_energy_ev="2.58 / 0.81" s2=16.6683 spin_multiplicity=8 largest_force_ev_per_a=3.19
C -0.04069 -1.50388 -1.43784 1.134 -0.383 -0.655
C 0.79699 -0.36579 -1.70336 0.319 -1.171 -0.422
C 2.00527 -0.53846 -0.96169 0.033 -0.752 -0.567
H 0.55328 0.46743 -2.36440 0.123 -0.271 0.309
C 1.91662 -1.73895 -0.20931 -0.261 0.072 -0.741
C 0.64012 -2.32683 -0.48120 0.257 -0.067 -0.862
H 0.32806 -3.32194 -0.16508 -0.031 0.415 0.082
H -1.00047 -1.71220 -1.91689 0.304 0.170 0.402
H 2.91044 0.06568 -1.06022 -0.512 0.017 0.220
H 2.73853 -2.20105 0.35269 -0.571 0.350 -0.045
Gd -0.16195 -0.06457 0.58029 -0.767 -0.351 1.524
Br -2.38354 1.02892 -0.40728 -1.151 0.623 -0.446
C -4.82312 -1.21116 1.56247 -1.091 1.621 -2.526
C -4.42510 -2.57541 1.70131 0.163 -2.311 -2.138
C -4.50604 -3.18898 0.41733 0.281 0.211 1.968
H -4.13211 -3.06476 2.62538 -0.003 0.093 -0.234
C -4.95757 -2.20348 -0.51447 0.059 0.135 0.728
C -5.14805 -0.98277 0.19489 0.078 0.214 2.028
H -5.47767 -0.04218 -0.23473 0.203 -0.238 0.140
H -4.88581 -0.47775 2.36113 0.106 -0.133 -0.240
H -4.28229 -4.22624 0.18689 0.001 0.263 0.085
H -5.14489 -2.36244 -1.57277 0.110 0.056 0.224
O 1.21351 0.63763 2.34939 1.440 1.658 -0.034
C 1.73270 1.57619 1.65651 -0.691 -0.709 -0.101
N 2.79736 2.34510 1.98659 0.460 -0.343 1.311
C 3.16375 3.23608 0.91708 0.375 0.544 0.137
C 2.06096 2.89216 -0.11493 -1.509 -1.232 -0.747
O 1.93096 3.36865 -1.23479 0.555 0.029 1.206
N 1.26996 1.88083 0.41843 0.887 1.591 0.279
C 3.13217 4.69749 1.39264 -0.004 -0.333 0.200
C 2.10624 5.58372 1.05906 0.223 0.205 0.030
C 2.16498 6.91083 1.51628 0.286 -0.464 0.027
C 3.22235 7.33004 2.33192 -0.293 -0.197 -0.205
C 4.21559 6.42028 2.70641 -0.093 -0.139 -0.131
C 4.16788 5.10413 2.24488 -0.157 0.499 -0.043
C 4.50669 2.87155 0.28587 -0.124 0.132 -0.139
C 5.17568 3.85350 -0.45521 0.139 -0.366 -0.183
C 6.33036 3.52156 -1.16539 -0.350 -0.129 0.346
C 6.79582 2.20680 -1.16200 -0.234 -0.126 0.196
C 6.11893 1.22444 -0.43079 -0.165 0.285 0.264
C 4.98501 1.55663 0.32478 0.258 0.100 -0.259
H 3.30829 2.22596 2.86046 -0.298 0.127 -0.570
H 1.27874 5.25029 0.42229 0.414 0.174 0.211
H 1.38730 7.60154 1.19972 0.136 -0.038 0.183
H 3.25746 8.36226 2.67797 0.051 -0.220 -0.073
H 5.04636 6.74084 3.33413 -0.223 -0.053 -0.073
H 4.95846 4.40056 2.52516 -0.263 0.241 -0.168
H 4.76933 4.86788 -0.49713 0.206 -0.396 0.013
H 6.84755 4.30090 -1.71111 0.048 -0.106 -0.086
H 7.68308 1.94327 -1.72803 -0.071 0.009 0.034
H 6.46468 0.19149 -0.42785 0.011 0.252 -0.046
H 4.47211 0.78817 0.92258 0.198 0.441 -0.414

(4)
8
Properties=species:S:1:pos:R:3:forces:R:3 method="wB97M-V/def2-TZVPD" de_lowest_ev=0.505 gap_ev=10.81 smiles="O=P(Cl)(Cl)OP" charge=0 e_homo_ha=-0.3923 lumo_energy_ev=0.13 largest_force_ev_per_a=6.12
O 0.72575 1.32606 -1.11164 -1.481 0.337 2.899
P 0.16245 1.14396 0.29110 3.039 -1.431 -5.121
Cl 1.59120 1.20870 1.63154 0.711 0.042 0.907
Cl -1.10575 2.41455 0.94586 -1.531 1.124 0.492
O -0.38868 -0.30395 0.42075 -1.297 -1.402 0.009
P -0.63802 -1.39426 -0.97175 -0.477 3.114 -0.389
H -0.94905 -2.51390 -0.31711 -1.113 -1.400 1.635
H 0.60210 -1.88116 -0.88876 2.148 -0.384 -0.432

Q: Which of these has the lowest charge?
A: C25H21BrGdN2O2

Q: What is the charge in the second record?
A: 0

Q: The lowest charge belongs to which entry?
A: C25H21BrGdN2O2